{
  "formula": "C3H12N2OS",
  "method": "the ωB97M-V functional and the def2-TZVPD basis",
  "smiles": "NCNCCS.O",
  "gap_ev": 9.41,
  "multiplicity": 1,
  "max_force_ha_per_bohr": 0.0473,
  "de_lowest_kcal_mol": 21.15,
  "lumo_energy_ev": 0.7,
  "e_homo_ev": -8.702,
  "elements": ["H", "H", "N", "H", "H", "H", "S", "C", "C", "O", "H", "C", "H", "H", "H", "H", "N", "H", "H"],
  "xyz": [[1.26281, 1.32978, 1.47373], [0.76415, -1.29791, 0.49536], [0.55132, -0.58661, 1.19436], [-1.09533, 0.18934, 2.13077], [0.13098, -0.40344, -2.34888], [2.74641, 0.06031, -0.63433], [-3.10369, -0.32652, -0.53472], [1.63877, 0.37297, 1.11726], [-1.73560, -0.99121, 0.42481], [-0.57578, 0.06562, -2.82079], [-1.10264, -1.65801, -0.16079], [-0.75981, 0.04287, 1.10817], [2.30571, 1.65089, -0.36862], [2.51880, 0.04580, 1.66787], [-2.30414, 0.50751, -1.19724], [-2.13999, -1.60134, 1.23066], [2.01296, 0.68254, -0.30070], [-0.87876, 0.94183, 0.50385], [-0.23618, 0.97558, -2.98079]],
  "forces_ev_per_a": [[0.194, -0.101, 0.603], [-0.680, 0.192, 0.115], [1.145, 0.561, 0.061], [-0.170, 0.517, 0.003], [-0.156, 0.466, -0.119], [-0.042, 0.391, 0.105], [0.080, 0.065, 0.392], [-0.178, 0.457, -1.192], [0.822, -0.013, 1.145], [0.445, 0.737, -0.112], [-0.251, 0.006, -0.351], [-1.274, -1.835, -0.964], [0.228, -0.256, -0.184], [-0.091, -0.065, 0.265], [-0.073, 0.088, -0.381], [-0.288, -0.158, -0.171], [-0.265, -0.320, 0.397], [0.732, 0.354, 0.108], [-0.177, -1.087, 0.281]],
  "lowdin_charge": [0.11, 0.09, -0.09, 0.11, 0.02, 0.06, 0.70, -0.30, -0.58, -0.10, 0.05, -0.28, 0.06, 0.10, -0.17, 0.06, 0.00, 0.09, 0.06]
}

***

{
  "formula": "C3H16O5",
  "method": "the ωB97M-V functional and the def2-TZVPD basis",
  "smiles": "C=CC.O.O.O.O.O",
  "gap_ev": 10.32,
  "multiplicity": 1,
  "max_force_ha_per_bohr": 0.0422,
  "de_lowest_kcal_mol": 31.72,
  "lumo_energy_ev": 0.5,
  "e_homo_ev": -9.812,
  "elements": ["H", "H", "C", "H", "C", "H", "H", "C", "H", "H", "O", "H", "O", "H", "O", "H", "H", "H", "H", "O", "H", "H", "O", "H"],
  "xyz": [[-0.31929, 1.32388, -3.52105], [-0.20818, -1.81746, 2.69925], [0.43246, 2.68021, 1.43589], [1.56794, -1.11466, -0.67291], [-1.13218, 0.95593, 0.76293], [-0.16236, -1.53942, -1.72465], [-1.45294, -1.67248, -0.30070], [0.12128, 1.25363, 1.08946], [2.71559, -0.95991, 0.17522], [-0.41231, 1.00411, -2.03761], [-1.08136, -2.50922, -0.56733], [-0.72764, -2.92909, 0.23378], [0.43388, -0.84310, -2.09061], [1.49529, 2.93191, 1.36265], [1.81882, -1.31604, 0.25644], [-1.53051, 0.02066, 0.40260], [0.86961, 0.57924, 0.71758], [-0.07588, -0.51118, -2.86860], [-2.03357, 1.55304, 0.87086], [-0.95749, 1.08529, -2.83380], [0.70452, -2.02258, 1.43503], [-0.10897, 3.34432, 0.75418], [-0.06266, -2.37170, 1.93077], [0.10593, 2.87462, 2.49062]],
  "forces_ev_per_a": [[-0.268, 0.266, 0.088], [0.096, 0.126, -0.051], [0.154, 0.277, 1.121], [-0.832, -0.399, 0.299], [-1.202, -0.614, 0.298], [0.518, 0.022, 0.023], [-0.213, 0.105, 0.564], [-1.110, 0.723, -1.722], [0.138, -0.322, 0.864], [-0.212, 0.105, 0.102], [0.029, -0.681, -0.778], [-0.260, 0.452, 0.039], [-0.421, -0.681, -0.635], [-0.148, -0.160, 0.073], [1.006, 0.599, -1.343], [0.844, -0.571, -0.122], [0.427, -0.284, 0.665], [0.609, -0.431, 0.847], [0.507, 0.885, 0.378], [-0.026, 0.663, -0.506], [-0.170, 0.160, 0.411], [0.048, -0.010, 0.311], [0.182, -0.336, -0.046], [0.304, 0.107, -0.878]],
  "lowdin_charge": [0.06, 0.05, -0.11, 0.03, -0.01, 0.02, 0.01, -0.21, 0.07, 0.02, -0.05, 0.04, -0.12, 0.07, -0.08, 0.03, 0.06, 0.05, 0.07, -0.07, 0.00, 0.07, -0.07, 0.09]
}

***

{
  "formula": "C23H26FN2O8W",
  "method": "the ωB97M-V functional and the def2-TZVPD basis",
  "s2": 2.03,
  "gap_ev": [5.51, 6.33],
  "multiplicity": 3,
  "max_force_ha_per_bohr": 0.0167,
  "de_lowest_kcal_mol": 115.62,
  "lumo_energy_ev": [-5.7, -5.7],
  "total_charge": 1,
  "e_homo_ev": [-11.190, -12.026],
  "elements": ["H", "C", "H", "C", "O", "C", "C", "O", "C", "H", "C", "C", "H", "H", "H", "H", "C", "N", "H", "C", "F", "C", "H", "C", "H", "H", "H", "H", "H", "H", "C", "C", "H", "O", "H", "O", "H", "O", "O", "H", "H", "C", "H", "C", "O", "C", "H", "H", "C", "W", "H", "C", "C", "C", "N", "C", "O", "C", "H", "H", "C"],
  "xyz": [[-2.10448, -5.97224, 2.25167], [-2.87695, 0.68096, 0.49976], [0.34768, -4.65874, 2.43968], [0.16810, 1.42804, -1.46877], [0.04525, -0.87085, -0.78986], [-2.14408, 0.06103, -0.59489], [-0.54288, 0.94637, 0.90053], [1.49966, 1.03094, -0.96103], [3.02171, 0.66512, 3.46890], [-2.58027, 2.85886, -4.32449], [0.52615, -2.46873, 1.08543], [-1.28990, 1.34069, -3.57979], [-1.90943, -4.46399, 3.13668], [0.32885, 0.02106, -3.03366], [2.72240, 0.26519, 4.42660], [0.85948, 1.64294, -3.44601], [-0.45323, -3.51597, 0.70597], [-0.01853, 2.77604, -1.15467], [-2.84086, -4.76858, 0.24554], [-1.11615, 3.87528, -3.09661], [3.05731, 2.81987, 4.35591], [-1.52125, 2.76620, -4.07723], [3.12094, -1.23181, 2.47615], [-0.37348, -4.77701, 1.63180], [-1.88481, -2.32592, 1.52158], [-0.20241, -3.78632, -0.32231], [-0.05739, -5.63524, 1.04298], [-1.39651, 0.65524, -4.42140], [3.85826, -1.52777, 0.10337], [-2.08995, 1.05426, -2.89241], [3.20590, -0.15329, 2.35531], [-2.65444, -4.16674, 1.13685], [-0.08718, 4.19394, -3.27736], [-2.59539, -0.94382, -1.33630], [-0.98634, 2.91660, -5.01721], [-4.06269, 0.59025, 0.72326], [-1.74133, 4.75167, -3.27197], [0.25071, -1.45211, 1.79337], [0.64329, 1.10455, 1.46975], [3.78825, -0.06855, -1.00965], [-2.57925, -1.75957, -0.78021], [-1.81179, -4.92860, 2.15419], [4.04260, 2.19709, 0.04539], [-1.20894, 3.48998, -1.62683], [-2.03461, 1.91160, 2.47433], [3.51291, -0.51105, -0.05784], [0.27139, 3.02503, -0.22113], [-2.12906, 2.92071, -1.43106], [-0.69513, 0.36063, -0.55402], [1.45112, -0.30936, 0.36241], [-1.27185, 4.38518, -1.00935], [3.23297, 2.01656, 3.31554], [3.78932, 1.77328, 1.00873], [3.61331, 0.37776, 1.11733], [-1.83096, -2.99652, 0.75779], [0.07416, 1.07733, -2.93699], [1.71067, -2.39413, 0.55891], [-1.83907, 1.29387, 1.45262], [3.77655, 3.65548, 2.04844], [-3.61440, -3.82907, 1.52184], [3.62605, 2.58636, 2.10438]],
  "forces_ev_per_a": [[0.010, -0.009, -0.001], [0.032, -0.342, -0.006], [-0.001, 0.026, 0.015], [-0.077, -0.497, 0.286], [-0.188, 0.280, 0.591], [-0.107, 0.184, -0.006], [-0.357, 0.134, -0.218], [-0.271, -0.186, 0.172], [-0.005, -0.050, -0.138], [-0.018, 0.017, 0.028], [0.489, 0.347, -0.080], [-0.063, -0.073, -0.034], [-0.005, 0.012, -0.008], [-0.024, 0.027, 0.046], [0.004, 0.002, 0.019], [-0.019, 0.007, 0.015], [-0.027, -0.095, 0.049], [0.163, 0.230, -0.113], [0.033, 0.004, -0.007], [0.054, 0.020, -0.024], [0.000, -0.011, 0.005], [0.005, 0.019, -0.043], [0.003, 0.079, -0.030], [-0.068, 0.006, -0.024], [0.018, -0.015, 0.033], [-0.004, -0.022, 0.054], [-0.027, -0.001, -0.014], [-0.007, 0.014, -0.009], [0.049, 0.059, -0.112], [0.023, 0.014, 0.026], [0.084, -0.152, 0.418], [0.010, 0.067, -0.016], [-0.007, -0.015, -0.009], [0.031, 0.081, 0.092], [0.028, -0.019, 0.011], [-0.051, 0.079, -0.017], [-0.021, -0.004, 0.009], [-0.129, -0.072, -0.036], [-0.094, -0.154, -0.053], [0.057, -0.081, 0.017], [-0.019, -0.142, -0.082], [0.025, -0.048, 0.036], [0.011, 0.000, 0.011], [-0.086, 0.020, 0.117], [-0.111, -0.064, 0.001], [0.167, 0.078, 0.304], [-0.098, -0.070, 0.048], [0.003, 0.005, -0.005], [0.281, 0.240, 0.031], [0.212, -0.087, -0.826], [0.009, 0.019, -0.056], [0.009, 0.077, 0.031], [-0.073, 0.008, -0.032], [0.006, 0.060, -0.081], [-0.039, 0.029, 0.041], [0.117, 0.004, -0.165], [-0.278, -0.098, -0.206], [0.358, 0.143, -0.054], [0.003, 0.010, -0.001], [-0.002, -0.010, -0.008], [-0.017, -0.086, 0.008]],
  "lowdin_charge": [0.12, -0.26, 0.12, -0.41, -0.20, -0.16, -0.22, -0.22, 0.04, 0.11, -0.51, -0.16, 0.12, 0.13, 0.14, 0.14, -0.22, 0.06, 0.12, -0.17, 0.12, -0.18, 0.13, -0.09, 0.12, 0.17, 0.12, 0.12, 0.10, 0.10, -0.09, -0.17, 0.12, 0.11, 0.11, 0.17, 0.11, -0.01, -0.11, 0.10, 0.12, -0.15, 0.14, -0.16, 0.18, -0.13, 0.13, 0.12, -0.28, 2.01, 0.13, -0.25, -0.01, -0.37, 0.00, -0.08, -0.09, -0.26, 0.14, 0.13, 0.05]
}

***

{
  "formula": "H3N2O2",
  "method": "the ωB97M-V functional and the def2-TZVPD basis",
  "gap_ev": [8.46, 8.18],
  "multiplicity": 1,
  "max_force_ha_per_bohr": 0.0325,
  "de_lowest_kcal_mol": 13.65,
  "lumo_energy_ev": [5.1, 4.7],
  "total_charge": -1,
  "e_homo_ev": [-3.340, -3.523],
  "elements": ["H", "O", "O", "N", "H", "H", "N"],
  "xyz": [[0.93507, 0.78488, -0.15075], [0.88391, -0.93638, -0.93862], [-1.49937, 0.54065, 0.89561], [-0.34422, -1.16183, -0.54306], [-0.71235, 1.08489, 1.13763], [-0.86117, -0.41591, 0.17217], [1.59812, 0.10370, -0.57299]],
  "forces_ev_per_a": [[0.107, -0.561, 0.033], [-1.022, -0.543, 0.559], [0.963, 0.543, 0.303], [0.332, -1.270, -1.037], [-0.992, -0.478, -0.084], [0.338, 1.082, 0.182], [0.273, 1.226, 0.043]],
  "lowdin_charge": [0.01, -0.34, -0.47, 0.01, -0.10, -0.08, -0.03]
}

***

{
  "formula": "C29H29Cl5GeN6O5SeSiTi",
  "method": "the ωB97M-V functional and the def2-TZVPD basis",
  "s2": 0.76,
  "gap_ev": [5.49, 6.02],
  "multiplicity": 2,
  "max_force_ha_per_bohr": 0.0385,
  "de_lowest_kcal_mol": 19.61,
  "lumo_energy_ev": [0.9, 0.9],
  "total_charge": -1,
  "e_homo_ev": [-4.562, -5.081],
  "elements": ["C", "C", "C", "C", "N", "H", "C", "C", "Cl", "H", "C", "H", "H", "H", "Cl", "Ge", "H", "H", "C", "H", "C", "H", "C", "C", "C", "H", "H", "Cl", "H", "C", "C", "H", "O", "H", "N", "N", "H", "H", "C", "H", "O", "H", "N", "C", "N", "H", "H", "C", "C", "C", "O", "H", "O", "H", "C", "Si", "H", "C", "H", "H", "Ti", "C", "Cl", "N", "H", "C", "Cl", "Se", "C", "H", "O", "H", "C", "C", "C", "C", "C", "H"],
  "xyz": [[4.35804, -1.26943, 1.08675], [-0.32654, -2.31682, -3.16311], [-1.43365, 2.48718, -2.70452], [-4.41763, -0.45328, 0.25178], [0.27397, -0.89015, -1.35230], [-2.93184, 0.89812, 3.64458], [1.81503, -2.56230, -2.13926], [-2.15435, -4.56871, 1.36676], [-1.07713, 6.00485, 0.33833], [-2.19187, -5.61721, 1.63813], [1.45260, -1.53749, -1.27263], [-1.04388, 5.13950, -3.51496], [0.14364, -1.45793, 4.97226], [0.46666, 1.25406, -4.92765], [1.30144, 4.69237, -1.90267], [-1.34370, 3.75459, 0.66931], [0.67746, -1.71234, 3.31466], [0.80463, 1.15727, -3.31338], [-4.48024, -1.78389, 0.54791], [-2.57912, -0.83229, 3.54615], [-3.28215, -2.50822, 0.75265], [1.16422, 2.22990, 4.25417], [-0.91470, -3.89560, 1.31359], [3.85510, -0.29617, 1.91551], [2.58784, 0.22572, 1.66526], [5.33740, -1.70161, 1.24530], [-3.19134, 1.24276, -0.18966], [2.82886, 3.15202, -3.86049], [-5.33093, 0.11795, 0.12244], [-2.03669, 4.69347, -3.47135], [3.58361, -1.70994, 0.00949], [-0.47337, 2.87341, 4.31940], [3.32460, 1.59981, -0.97429], [-5.43193, -2.29586, 0.64554], [-0.62276, 2.44503, -3.81234], [3.57950, -4.11739, -2.76763], [-1.07734, -2.59303, -3.88970], [2.15494, 1.00721, 2.27586], [-0.86888, -2.57515, 0.96185], [-0.00331, -4.42207, 1.57429], [-2.09082, 3.63952, -2.51130], [4.42434, 0.07724, 2.75491], [0.05776, 1.22274, -4.00314], [4.01094, -2.74763, -0.91920], [1.84733, -0.18969, 0.64869], [-4.26768, -4.38103, 1.16555], [-2.73712, 5.44265, -3.11518], [-3.30512, -3.88329, 1.10015], [2.33510, -1.13027, -0.17432], [-2.03439, -1.82940, 0.63716], [-0.37521, 0.68167, 1.94776], [0.07570, -2.04946, 0.97096], [1.10605, 1.75595, -1.35722], [-1.53055, -0.73242, -2.29750], [0.58810, -0.96233, 4.10365], [-0.49503, 0.50012, 3.55534], [1.59407, -0.64203, 4.39166], [-1.96274, -0.44993, 0.24507], [3.50756, 3.92142, -1.75525], [1.13816, -3.76427, -3.78546], [-0.01634, 0.73645, 0.11195], [0.88624, -2.95886, -3.10809], [-2.35851, 3.94920, 2.69299], [5.16939, -3.34541, -0.85188], [0.09779, 1.76912, 5.59036], [3.12740, -3.17635, -1.98373], [0.92355, 3.34943, 1.36004], [5.21610, -4.53319, -2.18473], [0.13095, 1.98780, 4.51726], [-2.33373, 4.33504, -4.45749], [-1.62488, 1.56475, -1.94343], [-2.40164, 0.02218, 5.09380], [-2.27192, 0.10967, 4.01056], [2.32107, 2.15409, -1.39168], [-3.17007, 0.19461, 0.08912], [2.57586, 3.50151, -2.11116], [-0.59768, -1.27627, -2.27394], [-0.05623, 3.27833, -3.93829]],
  "forces_ev_per_a": [[-0.012, -0.129, -0.190], [-0.101, 0.089, 0.023], [-0.087, 0.025, -0.045], [0.023, -0.028, 0.011], [0.417, -0.270, -0.323], [-0.013, 0.023, -0.007], [-0.261, -0.034, -0.145], [-0.042, -0.003, -0.009], [-0.029, -0.045, -0.117], [0.003, 0.007, 0.001], [0.062, 0.136, 0.109], [0.064, 0.023, 0.009], [0.011, 0.029, 0.000], [-0.049, 0.006, -0.002], [-0.041, 0.044, 0.008], [0.154, 0.030, 0.191], [-0.015, -0.017, -0.009], [-0.071, -0.017, -0.023], [-0.033, 0.019, -0.026], [0.003, 0.022, -0.006], [0.115, 0.044, -0.005], [-0.017, -0.018, -0.013], [0.010, 0.025, 0.008], [-0.100, 0.120, 0.071], [0.132, -0.066, -0.024], [-0.006, 0.003, 0.000], [0.009, -0.036, 0.015], [0.036, 0.021, -0.031], [-0.002, -0.008, -0.003], [-0.002, -0.064, 0.046], [0.078, 0.114, 0.242], [0.028, -0.020, 0.006], [0.033, -0.046, -0.035], [0.006, 0.004, 0.010], [0.035, 0.000, -0.006], [0.027, 0.062, 0.088], [0.009, -0.004, -0.003], [-0.004, 0.001, 0.002], [-0.012, 0.005, 0.017], [-0.003, 0.007, -0.013], [0.016, 0.022, -0.006], [-0.004, -0.003, -0.005], [0.001, -0.093, -0.037], [0.112, 0.000, 0.065], [0.351, -0.221, -0.115], [0.011, 0.000, 0.005], [0.005, -0.003, 0.012], [0.004, -0.016, 0.005], [-0.111, -0.014, -0.130], [-0.140, -0.031, 0.056], [0.429, 0.429, -0.158], [0.043, -0.004, 0.004], [0.427, 0.141, -0.025], [0.013, 0.003, 0.011], [-0.052, 0.038, -0.007], [-0.095, -0.171, 0.245], [-0.007, -0.005, -0.040], [0.285, 0.137, -0.085], [-0.010, 0.014, 0.028], [0.000, 0.005, 0.001], [-1.858, -0.215, 0.645], [0.196, -0.004, 0.100], [0.015, 0.011, 0.006], [-0.099, 0.004, -0.052], [-0.014, -0.011, -0.016], [-0.031, -0.076, -0.109], [0.012, 0.159, -0.026], [0.017, -0.022, -0.009], [-0.066, -0.078, -0.047], [0.012, -0.019, -0.003], [0.193, -0.030, -0.055], [0.010, 0.001, -0.031], [0.104, 0.026, -0.028], [-0.103, 0.083, 0.083], [-0.037, -0.009, -0.033], [-0.016, -0.055, -0.032], [0.060, -0.057, -0.073], [-0.034, 0.011, 0.031]],
  "lowdin_charge": [0.02, -0.01, -0.59, -0.09, 0.05, 0.02, -0.08, -0.11, -0.14, 0.09, -0.13, 0.06, 0.02, 0.08, 0.63, 0.10, 0.01, 0.04, -0.07, 0.03, -0.18, 0.01, -0.09, -0.01, -0.10, 0.12, 0.07, 0.58, 0.10, -0.07, -0.08, -0.03, 0.05, 0.10, 0.01, -0.23, 0.11, 0.08, -0.06, 0.09, -0.07, 0.11, 0.05, -0.33, 0.04, 0.10, 0.10, -0.06, -0.14, -0.19, -0.49, 0.08, -0.22, 0.11, -0.16, 0.27, 0.02, -0.15, 0.06, 0.12, 0.86, 0.01, -0.07, -0.23, 0.03, -0.33, 0.04, 1.08, -0.20, 0.09, 0.02, 0.03, -0.15, -0.77, -0.13, -0.95, -0.09, 0.08]
}

***

multiplicity of number 3 (C23H26FN2O8W)?
3

***

What did the fourth record say?
{
  "formula": "H3N2O2",
  "method": "the ωB97M-V functional and the def2-TZVPD basis",
  "gap_ev": [8.46, 8.18],
  "multiplicity": 1,
  "max_force_ha_per_bohr": 0.0325,
  "de_lowest_kcal_mol": 13.65,
  "lumo_energy_ev": [5.1, 4.7],
  "total_charge": -1,
  "e_homo_ev": [-3.340, -3.523],
  "elements": ["H", "O", "O", "N", "H", "H", "N"],
  "xyz": [[0.93507, 0.78488, -0.15075], [0.88391, -0.93638, -0.93862], [-1.49937, 0.54065, 0.89561], [-0.34422, -1.16183, -0.54306], [-0.71235, 1.08489, 1.13763], [-0.86117, -0.41591, 0.17217], [1.59812, 0.10370, -0.57299]],
  "forces_ev_per_a": [[0.107, -0.561, 0.033], [-1.022, -0.543, 0.559], [0.963, 0.543, 0.303], [0.332, -1.270, -1.037], [-0.992, -0.478, -0.084], [0.338, 1.082, 0.182], [0.273, 1.226, 0.043]],
  "lowdin_charge": [0.01, -0.34, -0.47, 0.01, -0.10, -0.08, -0.03]
}

***

Number 5 is which compound?
C29H29Cl5GeN6O5SeSiTi

***

Which value of multiplicity does entry 3 give?
3